Record 1
ORCA calculation (ωB97M-V/def2-TZVPD) on a 2-piece molecular cluster, C5H11O2 overall.

Structure (XYZ):
```
18
Properties=species:S:1:pos:R:3
C -1.50 0.28 -0.03
C -2.93 -0.13 0.29
C -0.57 -0.01 1.17
H -1.01 -0.34 -0.79
H -1.44 1.30 -0.42
H -3.39 0.61 0.95
H -2.95 -1.10 0.77
H -0.82 -0.97 1.60
H 0.47 0.05 0.86
H -3.55 -0.12 -0.61
H -0.64 0.77 1.95
C 2.54 0.55 -0.55
C 2.84 -0.86 -1.16
O 2.97 -0.87 -2.41
O 2.81 -1.80 -0.34
H 2.95 0.66 0.45
H 1.45 0.58 -0.55
H 2.78 1.40 -1.19
```

E_HOMO, eV: -3.830
F_max, eV/A: 1.49
Charge: -1
Multiplicity: 1
Relative energy (zero: lowest compared OMol25 entry of this formula, charge and spin), kJ/mol: 42.6



Record 2
ORCA calculation (ωB97M-V/def2-TZVPD) on a single C19H22N2O3S molecule.

Structure (XYZ):
```
47
Properties=species:S:1:pos:R:3
C 3.88 0.63 4.28
C 4.23 1.04 2.85
C 4.28 2.55 2.70
O 3.24 0.59 1.93
C 3.17 -0.71 1.56
C 4.08 -1.71 1.90
C 3.89 -3.00 1.44
C 2.81 -3.31 0.64
C 1.90 -2.32 0.28
C 0.77 -2.73 -0.59
O 0.51 -3.90 -0.79
C -0.09 -1.63 -1.21
C -0.71 -2.09 -2.53
C -1.67 -1.03 -3.07
C -2.72 -0.69 -2.01
N -2.08 -0.28 -0.79
C -2.04 0.98 -0.29
O -1.40 1.28 0.70
C -2.86 2.00 -1.01
C -2.59 2.64 -2.19
N -3.46 3.61 -2.53
C -4.39 3.74 -1.66
S -4.28 2.67 -0.29
C -1.22 -1.29 -0.22
C 2.08 -1.03 0.74
H 2.93 1.07 4.55
H 4.64 0.98 4.96
H 3.79 -0.45 4.36
H 5.21 0.62 2.57
H 5.02 2.97 3.38
H 3.31 2.97 2.94
H 4.54 2.82 1.68
H 4.93 -1.50 2.53
H 4.60 -3.77 1.71
H 2.66 -4.32 0.27
H 0.52 -0.73 -1.38
H 0.08 -2.29 -3.25
H -1.24 -3.03 -2.35
H -2.16 -1.39 -3.97
H -1.11 -0.13 -3.32
H -3.39 0.10 -2.37
H -3.32 -1.58 -1.80
H -1.75 2.44 -2.83
H -5.19 4.45 -1.74
H -0.82 -0.90 0.72
H -1.81 -2.19 -0.02
H 1.40 -0.22 0.52
```

E_HOMO, eV: -8.639
F_max, eV/A: 0.99
SMILES string: CC(C)Oc1cccc(C(=O)[C@H]2CCCN(C(=O)c3cncs3)C2)c1
Multiplicity: 1
Relative energy (zero: lowest compared OMol25 entry of this formula, charge and spin), kJ/mol: 139.5



Record 3
ORCA calculation (ωB97M-V/def2-TZVPD) on C25H26F6N3O7PtS2Si as an isolated structure.

Structure (XYZ):
```
71
Properties=species:S:1:pos:R:3
Pt 0.36 -0.07 -0.96
O 0.11 -0.09 1.16
C -0.89 -0.99 1.74
C -1.69 -1.71 0.59
O -2.57 -2.50 0.92
O -1.29 -1.46 -0.59
C -0.08 -1.99 2.57
C -0.23 -3.37 2.47
C 0.58 -4.22 3.22
C 1.54 -3.70 4.08
C 1.67 -2.32 4.20
C 0.87 -1.48 3.45
C -1.83 -0.22 2.68
C -1.63 1.12 3.00
C -2.49 1.78 3.86
C -3.56 1.11 4.43
C -3.74 -0.24 4.14
C -2.88 -0.90 3.29
H -0.26 0.82 1.14
H -0.98 -3.78 1.80
H 0.46 -5.29 3.12
H 2.17 -4.36 4.66
H 2.41 -1.90 4.87
H 0.98 -0.40 3.54
H -0.81 1.69 2.58
H -2.32 2.83 4.07
H -4.24 1.63 5.09
H -4.57 -0.78 4.59
H -3.04 -1.94 3.06
C -1.29 0.48 -4.15
C 0.21 0.57 -4.01
C 1.02 0.95 -5.06
C 2.41 0.94 -4.91
C 2.99 0.54 -3.72
C 2.13 0.17 -2.68
N 0.78 0.19 -2.86
N 2.37 -0.19 -1.41
Si 3.52 -1.37 -0.84
C 3.95 -2.52 -2.24
C 2.74 -2.30 0.54
C 5.09 -0.54 -0.27
H -1.54 -0.19 -4.96
H -1.71 1.46 -4.37
H -1.74 0.12 -3.23
H 0.57 1.26 -6.00
H 3.04 1.25 -5.73
H 4.06 0.55 -3.57
H 3.05 -2.98 -2.66
H 4.61 -3.32 -1.89
H 4.46 -1.99 -3.06
H 1.76 -2.66 0.22
H 2.57 -1.64 1.40
H 3.33 -3.15 0.88
H 5.59 -0.04 -1.11
H 5.78 -1.27 0.15
H 4.87 0.21 0.49
F 0.15 5.09 -1.05
C -0.11 3.92 -1.64
F 1.03 3.24 -1.76
F -0.60 4.14 -2.86
S -1.29 2.94 -0.63
O -1.57 1.76 -1.43
O -0.58 2.72 0.61
N -2.47 3.99 -0.57
S -3.91 3.36 -0.25
O -3.82 2.21 0.60
O -4.84 4.41 0.06
C -4.54 2.71 -1.90
F -5.76 3.21 -2.13
F -3.75 3.08 -2.92
F -4.62 1.39 -1.89
```

E_HOMO, eV: -5.384
F_max, eV/A: 2.03
Charge: -1
Multiplicity: 1
Relative energy (zero: lowest compared OMol25 entry of this formula, charge and spin), kJ/mol: 81.7



Record 4
ORCA calculation (ωB97M-V/def2-TZVPD) on a 2-piece molecular cluster, C4H7ClN2O overall.

Structure (XYZ):
```
15
Properties=species:S:1:pos:R:3
N 1.25 0.91 -2.81
C 1.40 0.21 -1.92
C 1.28 -0.41 -0.62
C 0.99 0.63 0.41
C -0.45 1.11 0.30
N -1.50 0.19 0.44
O -1.24 -0.90 0.92
H 0.56 -1.31 -0.85
H 2.37 -0.68 -0.37
H 1.12 0.18 1.40
H 1.66 1.55 0.21
H -0.54 1.79 1.13
H -0.73 1.79 -0.67
Cl -3.24 -3.14 1.46
H -2.94 -1.92 0.97
```

E_HOMO, eV: -10.031
F_max, eV/A: 3.50
SMILES string: N#CCCCN=O.Cl
Multiplicity: 1
Relative energy (zero: lowest compared OMol25 entry of this formula, charge and spin), kJ/mol: 344.6



Record 5
ORCA calculation (ωB97M-V/def2-TZVPD) on a single C6H11N molecule.

Structure (XYZ):
```
18
Properties=species:S:1:pos:R:3
C 3.07 0.46 -1.73
C 1.86 -0.28 -1.23
C 1.15 0.19 -0.17
C 0.04 -0.68 0.40
C -0.67 0.01 1.33
N -1.96 -0.36 1.73
C -3.08 -0.21 0.76
H 3.76 0.47 -0.87
H 2.76 1.44 -2.09
H 3.57 -0.01 -2.58
H 1.25 -0.97 -1.82
H 0.90 1.23 0.00
H -0.29 -1.60 -0.04
H -0.21 0.78 1.94
H -2.20 0.11 2.59
H -3.02 -1.04 0.06
H -3.94 -0.34 1.39
H -3.00 0.80 0.32
```

E_HOMO, eV: -7.375
F_max, eV/A: 3.58
SMILES string: C/C=C/C=C/NC
Multiplicity: 1
Relative energy (zero: lowest compared OMol25 entry of this formula, charge and spin), kJ/mol: 282.4



What are the orbital gap values for these records? In order: 7.3, 8.9, 7.7, 9.2, 8.4 eV.